Record 1
Here is a 10-piece molecular cluster, C13H46N2O10 overall from the Open Molecules 2025 dataset. Energies are from ωB97M-V/def2-TZVPD.

The structure (SMILES) is NC(N)=O.CCO.CCO.CCO.CO.CO.CO.CO.CO.CO. The HOMO-LUMO gap comes out at 0.329 Ha. The energy above the lowest of the compared OMol25 structures with the same formula, charge and spin comes out at 164.0 kcal/mol. Its total energy is -1384.564107 Eh.

```
71
Properties=species:S:1:pos:R:3:lowdin_charge:R:1
N -1.18773 -1.38485 2.09118 0.176
C -2.40373 -0.98285 2.07318 -0.694
N -2.65373 -0.62885 0.90418 0.156
O -3.19273 -0.82285 3.18418 -0.103
H -0.79673 -1.55585 3.04618 0.145
H -0.64573 -1.29985 1.27418 0.043
H -3.64373 -0.22885 0.70118 0.167
H -1.91973 -0.37885 0.23218 0.082
C 1.55027 0.84615 0.97118 -0.065
C 0.43927 0.85415 -0.07782 -0.250
O 0.04627 -0.49685 -0.17782 -0.125
H 1.74627 1.88515 1.11218 0.071
H 2.47027 0.31015 0.72318 0.048
H 1.08627 0.42515 1.88118 0.075
H 0.86427 1.18815 -1.04882 0.106
H -0.44873 1.49015 0.29718 0.134
H -0.06673 -0.71885 -1.04882 -0.016
C -1.17073 -2.58285 -2.07182 -0.035
C -0.28673 -2.04985 -3.21082 -0.332
O 0.47327 -1.10485 -2.71082 -0.069
H -0.60173 -3.02285 -1.24182 0.071
H -1.69873 -3.43385 -2.46582 0.080
H -1.83873 -1.87185 -1.66482 0.048
H -0.78973 -1.72185 -4.08782 0.117
H 0.39727 -2.87485 -3.42582 0.126
H 1.14627 -0.97185 -3.33082 0.077
C -3.64173 3.05015 -2.77282 -0.037
C -2.81773 2.35915 -1.64582 -0.355
O -2.48173 1.08715 -1.91082 -0.098
H -3.32373 2.70015 -3.73282 0.062
H -3.69373 4.07715 -2.65282 0.050
H -4.67473 2.64615 -2.65282 0.090
H -3.42973 2.21415 -0.75882 0.089
H -1.85573 2.97015 -1.41082 0.148
H -3.30473 0.58415 -2.07182 0.132
C 0.28127 2.14215 -3.63482 -0.209
O -0.85873 1.66415 -4.19782 -0.108
H 0.84127 2.77715 -4.33082 0.089
H 0.94127 1.33315 -3.28082 0.058
H 0.04627 2.81915 -2.82982 0.067
H -1.47573 1.36015 -3.49682 0.047
C -3.31973 2.27115 1.91618 -0.178
O -2.73873 2.34015 3.21618 -0.100
H -3.60873 3.24715 1.54718 0.079
H -4.12973 1.58915 1.90518 0.061
H -2.65473 1.97415 1.17818 0.005
H -1.95473 1.75915 3.23818 0.037
C 2.03027 -2.92385 0.10718 -0.133
O 0.89427 -3.20485 0.95118 -0.128
H 2.40927 -1.94185 0.51418 0.082
H 1.72227 -2.84285 -0.92082 0.042
H 2.72827 -3.76085 0.03118 0.085
H 0.46027 -3.97985 0.59218 0.069
C 3.97927 -1.00985 3.23118 -0.137
O 3.98327 -2.43685 3.14118 -0.105
H 3.57827 -0.53185 2.29618 0.069
H 4.98127 -0.64685 3.44418 0.073
H 3.52227 -0.71485 4.17118 0.063
H 4.71127 -2.78785 3.59918 0.044
C 3.86927 -0.62285 -1.95282 -0.148
O 4.55527 -0.72585 -3.18582 -0.095
H 3.76627 0.34815 -1.60982 0.056
H 4.54127 -1.09785 -1.27282 0.086
H 2.90027 -1.08685 -1.94682 0.048
H 4.19127 -0.17685 -3.87482 0.067
C 0.65827 0.85315 5.03618 -0.079
O -0.66773 0.81515 4.39418 -0.128
H 1.36627 0.46115 4.34018 0.044
H 0.79727 0.42515 5.94218 0.042
H 0.94727 1.85715 5.21818 0.076
H -0.94473 -0.09885 4.20518 0.046
```



Record 2
Here is C3H4CsO5 as an isolated structure from the Open Molecules 2025 dataset. Energies are from ωB97M-V/def2-TZVPD.

Its expectation value of S² is 0.7593. Its spin multiplicity is 2. The HOMO-LUMO gap (alpha / beta) comes out at 0.235 / 0.279 Ha. The energy above the lowest of the compared OMol25 structures with the same formula, charge and spin comes out at 4.8 kcal/mol. Its total energy is -513.008638 Eh.

```
13
Properties=species:S:1:pos:R:3:lowdin_charge:R:1
C 0.98247 -0.26300 -2.08642 -0.204
C 1.90731 -0.41008 -1.02102 -0.307
O 2.41241 -1.50398 -0.65431 -0.134
O 0.11378 0.69857 -2.11691 -0.054
H 0.83299 -1.09996 -2.78243 0.126
H 2.13414 0.52053 -0.46326 0.123
H -0.47108 0.97317 -1.02293 0.252
O -2.91971 0.49405 1.41574 0.082
C -1.61465 0.82301 1.34309 -0.804
O -0.81990 0.29123 2.13266 -0.087
O -1.32390 1.49454 0.30463 -0.054
Cs 1.82736 -1.98053 2.74179 0.957
H -3.06122 -0.03755 2.20937 0.103
```